Entry 1:
Here is a structure of composition C10H16CrN2P from the OMol25 dataset. Energies are from ωB97M-V with the def2-TZVPD basis set.

Calculated values
LUMO (alpha / beta), eV: 3.03 / 3.02
Net charge: -1
Spin multiplicity: 5

Atoms and positions in Å:
C: -1.677801 0.940434 0.035406
C: -0.742005 2.202503 -0.142208
C: -0.012520 2.642449 0.954513
C: -0.374345 1.773117 1.933519
C: -1.427893 0.683121 1.532431
Cr: 0.250815 0.314571 0.443969
P: 0.705490 -0.322088 -1.914075
H: -2.137526 0.298317 -0.718139
H: -0.676621 2.682818 -1.075009
H: 0.653352 3.477178 1.054341
H: -1.533121 -0.201623 2.205134
H: 0.030819 1.852681 2.972913
H: 1.768837 -1.065649 -2.365287
H: 0.292897 0.487023 -3.040127
H: -0.275411 -1.360600 -2.090719
C: 0.449725 -4.997307 0.627499
C: 0.876616 -3.611257 0.904702
C: 1.997094 -3.087487 1.547291
C: 1.961098 -1.711595 1.467933
N: 0.810432 -1.355683 0.806373
N: 0.200156 -2.545241 0.487058
C: 2.737092 -0.617972 2.047606
H: 1.260600 -5.616799 0.237099
H: 0.128112 -5.581916 1.495343
H: -0.358572 -5.110593 -0.093088
H: 2.701851 -3.718913 2.047724
H: -0.637653 -2.608680 -0.038905
H: 2.542875 -0.640665 3.132592
H: 3.805338 -0.798495 1.847556
H: 2.256851 0.355251 1.708156

Cartesian forces, eV/Å:
2.4 2.4 2.9
-2.1 -2.1 -2.0
-1.3 -0.8 -0.8
-1.0 -3.2 4.0
1.8 1.5 -0.9
-0.2 4.6 -2.3
-1.7 0.8 0.9
-0.3 0.8 0.3
0.0 0.4 -1.2
0.1 0.1 -0.2
-0.7 1.0 -0.8
-0.6 -0.2 -0.9
0.7 -0.3 -0.7
0.5 -0.5 0.4
0.3 0.1 -0.3
-0.1 -1.3 0.0
0.6 0.7 0.3
0.3 -1.4 0.3
-2.6 0.0 -1.1
1.9 -5.2 1.6
1.0 0.6 0.6
0.0 0.5 0.7
0.3 0.3 -0.2
-0.1 0.5 0.3
-0.1 0.5 -0.1
0.4 0.0 0.1
-1.1 0.4 -0.7
0.4 0.1 -0.2
-0.3 0.7 0.1
1.1 -0.8 0.0

***

Entry 2:
Here is a structure of composition C17H18BFN8NaS2 from the OMol25 dataset. Energies are from ωB97M-V with the def2-TZVPD basis set.

Calculated values
LUMO, eV: 2.26
Net charge: -1

Atoms and positions in Å:
Na: 0.500029 0.039636 1.755293
C: 2.788275 -0.448578 -2.542374
C: 2.259912 -0.927707 -1.333200
N: 1.526713 -0.005630 -0.727190
N: 1.562620 1.081795 -1.520980
C: 2.311640 0.842765 -2.614739
B: 0.740824 2.366549 -1.275474
N: -0.767283 2.079952 -1.448181
C: -1.544568 2.511357 -2.459832
C: -2.797767 1.962738 -2.308854
C: -2.676477 1.195567 -1.139323
N: -1.454270 1.261462 -0.632293
N: 1.041253 3.011643 0.084222
C: 1.477811 4.262922 0.323674
C: 1.645359 4.407111 1.686031
C: 1.281992 3.153540 2.205956
N: 0.917265 2.332748 1.232541
H: 3.423239 -0.954434 -3.248939
H: 2.374159 -1.901301 -0.880715
H: 2.440417 1.612678 -3.356937
H: 1.060541 3.156329 -2.134507
H: -1.138944 3.174785 -3.205585
H: -3.660083 2.102809 -2.938435
H: -3.424328 0.591636 -0.658807
H: 1.635580 4.942168 -0.497514
H: 1.985787 5.275944 2.222187
H: 1.285405 2.792697 3.222822
C: -4.206780 -0.697480 1.558493
C: -3.348091 -1.629935 0.766111
N: -2.120798 -1.891648 1.087892
C: -1.564554 -2.802325 0.224948
C: -2.380964 -3.221763 -0.783263
S: -3.904433 -2.456958 -0.631349
C: -0.190649 -3.253508 0.472206
C: 0.373036 -4.412426 0.033894
S: 1.971068 -4.516985 0.644534
C: 1.783470 -2.991347 1.425065
N: 0.613947 -2.456404 1.241971
C: 2.870243 -2.342188 2.210798
H: -3.646349 0.215723 1.752920
H: -4.470938 -1.150031 2.514629
H: -5.124022 -0.440815 1.028634
H: -2.146285 -3.892805 -1.591216
H: -0.082784 -5.195517 -0.547142
H: 3.432408 -3.085239 2.779195
H: 2.407079 -1.599574 2.887543
H: 3.565607 -1.839526 1.533517
F: 1.374689 -0.260409 3.581760

Cartesian forces, eV/Å:
-0.1 0.0 -0.5
0.0 0.1 0.0
0.0 0.0 0.0
-0.1 0.0 0.1
0.0 -0.1 0.1
0.0 0.0 0.0
0.0 0.2 -0.1
0.0 -0.1 0.0
0.1 0.1 0.0
0.0 0.1 0.0
0.0 0.0 -0.1
-0.1 0.0 0.1
0.0 -0.1 0.0
0.0 0.0 0.0
0.0 0.0 0.0
0.0 0.0 -0.1
0.0 -0.1 0.3
0.0 0.0 0.0
0.0 0.0 0.0
0.0 0.0 0.0
0.0 0.0 0.0
0.0 0.0 0.0
0.0 0.0 0.0
-0.1 0.0 0.0
0.0 0.0 0.0
0.0 0.0 0.0
0.0 0.0 0.0
-0.1 0.0 -0.1
0.2 0.1 0.3
-0.2 0.0 0.0
0.0 -0.1 -0.1
0.0 0.1 0.1
-0.1 -0.2 -0.2
-0.1 0.1 -0.2
0.0 0.1 0.2
0.0 -0.2 -0.2
-0.1 0.3 0.2
0.2 -0.2 0.0
0.0 -0.2 0.0
0.0 0.0 0.0
0.0 0.0 0.0
0.0 0.0 0.0
0.0 0.0 0.0
0.0 0.0 0.0
0.0 0.0 0.0
0.0 0.1 0.0
0.0 0.1 0.0
0.1 0.0 0.3

***

Entry 3:
Here is an isolated molecule of C7H14 from the OMol25 dataset. Energies are from ωB97M-V with the def2-TZVPD basis set.

Calculated values
LUMO, eV: 1.10
Energy relative to the best compared isomer or geometry (same formula, charge and spin), kcal/mol: 24.8
SMILES: CC[C@@]1(C)C[C@H]1C

Atoms and positions in Å:
C: -2.272111 0.126832 0.956980
C: -0.866342 0.675200 0.724405
C: -0.065098 0.014301 -0.413937
C: -0.787546 -0.954030 -1.348350
C: 0.954951 0.931968 -1.034872
C: 1.421187 -0.293410 -0.313596
C: 2.285949 -0.246271 0.923279
H: -2.809068 0.725071 1.700226
H: -2.868456 0.155580 0.040476
H: -2.251962 -0.909423 1.306758
H: -0.959529 1.744300 0.495015
H: -0.306424 0.630074 1.664749
H: -1.858532 -0.760801 -1.446800
H: -0.672600 -1.990685 -1.007178
H: -0.361944 -0.895740 -2.356040
H: 1.029520 0.995229 -2.114475
H: 1.101437 1.880562 -0.524571
H: 1.707673 -1.105640 -0.981921
H: 2.454614 -1.254800 1.316567
H: 1.856834 0.355120 1.730045
H: 3.267446 0.176562 0.683242

Cartesian forces, eV/Å:
-0.1 -0.1 0.0
0.0 0.0 0.1
-0.1 0.0 -0.1
0.0 0.0 -0.1
0.1 0.2 -0.2
0.0 -0.2 0.0
0.0 0.0 0.1
0.2 -0.1 0.0
0.0 0.0 0.2
0.0 0.1 0.0
0.0 -0.2 0.0
0.0 -0.1 -0.1
0.2 0.1 0.0
-0.1 0.2 0.0
0.0 0.0 0.1
0.1 -0.1 0.0
0.0 -0.1 0.0
-0.1 0.1 0.1
-0.1 0.1 0.0
0.0 0.0 -0.1
-0.1 0.0 0.0

***

Entry 4:
Here is a structure of composition C22H25N5O3S from the OMol25 dataset. Energies are from ωB97M-V with the def2-TZVPD basis set.

Calculated values
LUMO, eV: 0.18
Energy relative to the best compared isomer or geometry (same formula, charge and spin), kcal/mol: 486.9

Atoms and positions in Å:
C: 2.384549 1.907875 2.536606
H: 3.058524 2.458562 3.182374
H: 1.433993 2.108816 2.648977
H: 2.659244 0.823877 2.500765
C: 2.663225 2.258713 0.900449
N: 1.841586 1.619591 0.109821
C: 0.494234 1.749819 -0.101686
N: 0.172280 0.977437 -1.234873
N: 1.197858 0.183890 -1.447668
C: 2.306543 0.548189 -0.668063
C: 3.579844 0.290353 -0.682667
C: 4.526954 1.054256 -1.261848
C: 5.970100 0.373830 -1.354418
C: 6.311635 -0.645400 -0.823432
C: 5.311655 -1.618864 -0.537869
C: 3.912804 -1.244176 -0.198970
O: 3.155024 -2.289609 0.200833
H: 2.162750 -1.875390 0.270957
H: 5.671262 -2.502392 -0.175280
H: 7.288055 -1.012711 -0.802061
H: 6.653587 1.234183 -1.694937
H: 4.231744 2.047392 -1.323221
S: -0.397921 3.278845 0.426273
C: -1.749436 3.267308 -0.738936
H: -1.252124 2.967734 -2.059589
H: -1.839625 4.295367 -1.056521
C: -2.957486 2.298654 -0.528631
O: -3.937017 3.264793 -0.288569
N: -2.929286 1.101014 -0.429410
C: -3.859835 0.165948 -0.382727
C: -5.210778 0.655906 -0.728363
C: -6.230820 -0.459300 -0.816005
C: -5.830525 -1.720222 -0.471020
C: -4.566539 -2.233689 -0.265936
C: -3.586978 -1.201118 -0.197439
N: -2.153455 -1.217308 0.104000
C: -1.762294 -1.169602 1.269009
H: -2.186798 -0.196303 2.043593
C: -0.280942 -1.105960 1.520112
H: -0.036765 -0.981084 2.635448
O: 0.407917 -2.379960 1.105916
C: -0.295942 -2.512736 -0.120621
H: 0.216711 -3.569033 -0.616632
C: -1.727982 -2.843055 -0.343141
H: -2.132781 -2.843125 -1.455096
H: -1.826913 -3.591453 0.283285
H: 0.224914 -1.899511 -1.013241
H: 0.218732 -0.403064 1.014941
H: -2.143239 -1.875319 2.005689
H: -4.416746 -3.073736 -0.021194
H: -6.595087 -2.478203 -0.563788
H: -7.202337 -0.113332 -0.919912
H: -5.295099 1.636643 -0.951310
H: -1.866368 0.641060 -0.620001
H: 3.818836 2.259408 0.947484
H: 2.396533 3.586184 1.188538

Cartesian forces, eV/Å:
5.4 -2.4 -3.9
0.0 0.1 -0.1
-4.9 0.7 1.2
-0.6 0.7 0.9
3.4 8.1 9.7
-2.5 -3.3 -3.2
-0.1 1.5 -3.1
0.1 1.1 4.3
3.6 -0.4 0.3
-11.4 3.6 -0.6
6.4 -7.7 0.3
3.5 -5.0 1.2
-4.7 16.8 -5.1
0.6 -10.6 3.3
-4.3 3.2 2.5
5.7 0.8 -3.6
-3.8 3.6 0.0
2.7 -2.0 0.2
0.4 -2.6 0.7
1.6 -0.2 0.0
-0.5 -1.8 0.4
0.4 1.9 -1.2
0.9 -2.0 -0.3
2.5 -3.1 -5.2
-1.0 0.3 3.9
-1.4 0.1 0.9
-3.1 16.6 1.4
2.3 -5.4 -1.1
7.6 -7.3 -0.5
-7.7 -0.8 -1.5
0.8 -8.2 1.1
4.8 4.2 1.3
-1.6 -1.8 -1.3
-0.3 14.5 -2.4
1.1 1.8 1.0
-5.5 -6.2 -11.5
2.1 3.8 14.8
1.0 -1.6 -2.6
0.5 -3.1 4.1
-0.6 -0.2 -1.6
-3.2 1.8 -0.3
6.8 -5.4 -7.4
-1.0 2.0 1.5
1.3 8.4 -3.7
1.4 -0.6 2.5
-2.5 -3.6 3.4
-1.7 -0.2 2.4
1.5 3.0 -2.0
-0.3 -1.1 0.0
2.2 -11.7 3.0
-0.4 -0.1 0.3
-1.9 -0.1 -0.5
-0.9 3.0 -0.5
-2.9 1.2 0.5
-2.3 -0.6 -1.5
0.6 -3.7 -2.2